Model a:
DFT (wB97M-V/def2-TZVPD) results for C6H10O in the gas phase.

Geometry as XYZ:
```
17
C6H10O, DFT wB97M-V/def2-TZVPD
C -1.5351 -0.3627 -0.2475
C -0.6483 -1.1222 0.7451
O 0.5409 -1.5938 0.1562
C 1.3008 -0.5611 -0.4515
C 1.7229 0.5299 0.4823
C 0.8375 1.5066 0.5768
C -0.8197 0.8561 -0.8380
H -2.4333 -0.0214 0.2766
H -1.8676 -1.0832 -1.0154
H -0.4304 -0.4326 1.5714
H -1.1471 -2.0111 1.1397
H 2.1052 -1.0366 -1.0108
H 0.6557 0.0247 -1.0725
H 2.6836 0.4657 0.9893
H 0.9907 2.3253 1.3307
H -0.6993 0.6973 -1.9416
H -1.2564 1.8190 -0.6908
```

Calculated values
Spin multiplicity: 1
Frontier orbital gap in eV: 9.6
E_HOMO in eV: -8.97
Lowest unoccupied orbital energy in eV: 0.58

=====

Model b:
DFT (wB97M-V/def2-TZVPD) results for C6H10O in the gas phase.

Geometry as XYZ:
```
17
C6H10O, DFT wB97M-V/def2-TZVPD
C 0.6907 -1.4439 -0.5357
C -1.2245 -0.0706 1.5913
C -1.6143 0.3543 0.1875
C -0.5423 0.7461 -0.8413
C 0.7769 0.0817 -0.4425
C 1.0644 0.5454 0.9714
O 0.0349 0.0879 1.8989
H -0.2243 -1.8263 -0.0706
H 0.6795 -1.7662 -1.5800
H 1.5348 -1.9318 -0.0381
H -2.2614 -0.4548 -0.1743
H -2.3218 1.1720 0.3805
H -0.4056 1.8351 -0.8549
H -0.8474 0.4423 -1.8487
H 1.5942 0.4393 -1.0820
H 1.0969 1.6386 1.0314
H 1.9929 0.1381 1.3786
```

Calculated values
Spin multiplicity: 1
Frontier orbital gap in eV: 8.8
E_HOMO in eV: -7.93
Lowest unoccupied orbital energy in eV: 0.87

=====

Here are the energies relative to the best structure, in eV: model a 2.419; model b 0.000.

=====

Model a:
DFT (wB97M-V/def2-TZVPD) results for C6H10O in the gas phase.

Geometry as XYZ:
```
17
C6H10O, DFT wB97M-V/def2-TZVPD
C -0.5994 -1.6110 1.1904
C -0.3808 -0.4175 0.6236
C -1.6721 0.4489 0.4139
C 0.9367 0.3675 0.6375
C 1.4348 0.7509 -0.7988
C 0.7417 -0.1098 -1.9276
O 0.1896 0.3665 -2.8857
H -1.5425 -1.7620 1.6721
H -0.0145 -2.4920 1.1243
H -2.3495 0.1211 -0.4279
H -2.3148 0.5019 1.3805
H -1.3897 1.4870 0.1751
H 1.8797 -0.0333 1.1653
H 0.5977 1.3875 1.1151
H 1.4512 1.7902 -1.0237
H 2.5080 0.3887 -0.8358
H 0.5239 -1.1845 -1.5983
```

Calculated values
Spin multiplicity: 1
Frontier orbital gap in eV: 9.7
SMILES string: C=C(C)CCC=O
E_HOMO in eV: -9.02
Lowest unoccupied orbital energy in eV: 0.70

=====

Model b:
DFT (wB97M-V/def2-TZVPD) results for C6H10O in the gas phase.

Geometry as XYZ:
```
17
C6H10O, DFT wB97M-V/def2-TZVPD
C -1.5693 1.3031 0.4595
C -1.5546 0.1969 1.2151
C -0.9432 -1.0553 0.6266
C 0.6049 -0.9154 0.2800
C 1.0560 -0.4335 -1.1034
C 1.8079 0.6642 -0.3390
O 1.2707 0.2089 0.9121
H -1.1668 1.3925 -0.5620
H -1.9540 2.2088 0.9056
H -2.1205 0.0984 2.1342
H -1.8428 -0.9389 -0.0292
H -1.0933 -2.0233 1.1089
H 1.1427 -1.8220 0.6081
H 1.6662 -1.1317 -1.6807
H 0.2171 -0.0794 -1.7007
H 2.9053 0.5903 -0.3823
H 1.5195 1.6996 -0.5616
```

Calculated values
Spin multiplicity: 1
Frontier orbital gap in eV: 10.2
SMILES string: C=CC[C@H]1CCO1
E_HOMO in eV: -9.05
Lowest unoccupied orbital energy in eV: 1.16

=====

Here are the energies relative to the best structure, in eV: model a 0.000; model b 0.640.

=====

Model a:
DFT (wB97M-V/def2-TZVPD) results for C6H10O in the gas phase.

Geometry as XYZ:
```
17
C6H10O, DFT wB97M-V/def2-TZVPD
C -0.3828 2.0396 -1.2682
C -1.0979 1.1372 -0.6081
O -1.1299 -0.1658 -1.0035
C -1.2967 -1.1059 0.0539
C -0.3750 -0.8750 1.2298
C 0.9283 -0.5962 1.1746
C 1.8129 -0.5442 -0.0368
H -0.3892 3.0812 -0.9702
H 0.2179 1.7399 -2.1215
H -1.7024 1.3835 0.2678
H -1.1267 -2.0799 -0.4171
H -2.3409 -1.0907 0.4009
H -0.8532 -0.8948 2.2077
H 1.4285 -0.3876 2.1206
H 2.6198 -1.2803 0.0709
H 2.2888 0.4398 -0.1279
H 1.2699 -0.7462 -0.9626
```

Calculated values
Spin multiplicity: 1
Frontier orbital gap in eV: 10.0
SMILES string: C=COC/C=C\C
E_HOMO in eV: -8.91
Lowest unoccupied orbital energy in eV: 1.11

=====

Model b:
DFT (wB97M-V/def2-TZVPD) results for C6H10O in the gas phase.

Geometry as XYZ:
```
17
C6H10O, DFT wB97M-V/def2-TZVPD
C 0.6346 -1.1823 -0.7985
C 0.9770 0.2929 -1.2501
O 0.3165 1.5585 -0.7599
C -0.0042 1.2101 0.5300
C -1.3467 1.2777 1.1664
C -0.8500 -0.0305 0.4993
C -0.1292 -1.2571 0.5550
H 1.5623 -1.7255 -0.7900
H 0.1935 -1.9033 -1.5795
H 0.8440 0.3140 -2.3755
H 2.0932 0.4908 -1.0226
H 0.8759 1.1637 1.1295
H -2.2174 1.6811 0.7145
H -1.2241 1.4380 2.2655
H -1.4751 0.1023 -0.3479
H 0.4950 -1.3103 1.4607
H -0.7454 -2.1200 0.6031
```

Calculated values
Spin multiplicity: 1
Frontier orbital gap in eV: 9.9
SMILES string: C1CO[C@H]2C[C@@H]2C1
E_HOMO in eV: -8.72
Lowest unoccupied orbital energy in eV: 1.14

=====

Here are the energies relative to the best structure, in eV: model a 0.000; model b 1.983.

=====

Model a:
DFT (wB97M-V/def2-TZVPD) results for a 2-piece molecular cluster, C5H12N2 overall.

Geometry as XYZ:
```
19
C5H12N2, DFT wB97M-V/def2-TZVPD
C 1.0435 -0.9696 2.8173
C 1.1864 -0.3092 1.7448
C -1.1014 1.2128 -0.4677
C -0.8506 -1.2180 -0.1472
C 0.7751 0.0512 -1.4040
N -0.8745 2.3864 -0.9032
N -0.3376 0.1625 -0.5214
H 1.2803 -0.8506 3.8756
H 0.4780 -1.9463 2.8067
H 1.6886 0.0872 0.8566
H -1.9739 1.2530 0.1025
H 0.0974 -1.8002 0.0384
H -1.6686 -1.2315 0.5133
H -1.2275 -1.6196 -1.1766
H 0.5130 -0.5864 -2.2066
H 1.1481 1.0901 -1.6737
H 1.7054 -0.2723 -0.9349
H -1.5185 3.1050 -0.7039
H -0.0537 2.7841 -1.4287
```

Calculated values
Spin multiplicity: 1
Net charge: +2
Frontier orbital gap in eV: 7.4
E_HOMO in eV: -18.74
Lowest unoccupied orbital energy in eV: -11.32

=====

Model b:
DFT (wB97M-V/def2-TZVPD) results for an isolated ion of composition C5H12N2 and charge +2.

Geometry as XYZ:
```
19
C5H12N2, DFT wB97M-V/def2-TZVPD
C -1.4010 1.2372 -2.0897
N -1.5986 0.8406 -0.9035
C -0.7939 -0.2232 -0.2439
C -1.4865 -1.3042 0.0563
C 0.6922 0.0037 -0.1075
C 1.1409 -0.4151 1.2974
N 2.5993 -0.1953 1.5322
H -0.5786 0.9130 -2.6897
H -2.0463 1.9941 -2.5186
H -2.3592 1.2044 -0.3379
H -1.0661 -2.2456 0.3876
H -2.5671 -1.4154 -0.0158
H 0.9915 1.0293 -0.3146
H 1.1924 -0.6095 -0.8635
H 0.9402 -1.4630 1.4322
H 0.4994 0.0416 2.0528
H 3.0176 -0.9634 2.0649
H 2.7163 0.5827 2.1891
H 3.1815 -0.0375 0.7056
```

Calculated values
Spin multiplicity: 1
Net charge: +2
Frontier orbital gap in eV: 10.3
SMILES string: C=[NH+]C(=C)CC[NH3+]
E_HOMO in eV: -18.60
Lowest unoccupied orbital energy in eV: -8.30

=====

Here are the energies relative to the best structure, in eV: model a 4.117; model b 0.000.